# 1
{"formula": "C21H26N2O6S", "method": "ωB97M-V with the def2-TZVPD basis set", "e_above_lowest_kcal_mol": 39.6, "smiles": "COc1ccc(NC(=O)C2CCN(S(=O)(=O)c3ccc(OC)c(OC)c3)CC2)cc1", "orbital_gap_ev": 8.484, "fmax_ev_per_a": 1.06, "homo_energy_ha": -0.2909, "symbols": ["C", "H", "O", "C", "C", "C", "C", "C", "C", "H", "H", "N", "C", "O", "C", "C", "C", "N", "S", "O", "O", "C", "C", "C", "C", "C", "C", "H", "O", "C", "H", "H", "H", "O", "C", "H", "H", "H", "H", "H", "C", "C", "H", "H", "H", "H", "H", "H", "H", "H", "H", "H", "H", "H", "H", "H"], "coordinates": [[-9.46416, -1.41757, -1.02503], [-8.98798, -1.71676, -1.96439], [-8.67261, -1.75709, 0.08703], [-7.43074, -1.20341, 0.19227], [-6.86881, -0.31513, -0.71688], [-5.59588, 0.18936, -0.51354], [-4.86003, -0.18491, 0.60274], [-5.42405, -1.07678, 1.51487], [-6.68991, -1.57893, 1.31397], [-7.13154, -2.26870, 2.01534], [-4.86305, -1.37823, 2.38888], [-3.56788, 0.29150, 0.86352], [-2.80735, 1.15613, 0.13439], [-3.16607, 1.69626, -0.88590], [-1.42386, 1.36800, 0.75152], [-0.55222, 0.12618, 0.52473], [0.83924, 0.36157, 1.11767], [1.46832, 1.55377, 0.59929], [2.22483, 1.32223, -0.88532], [2.59557, 2.61536, -1.37733], [1.47188, 0.45512, -1.75235], [3.68331, 0.44489, -0.34563], [4.56599, 1.06725, 0.50382], [5.69834, 0.38278, 0.92593], [5.93993, -0.91385, 0.49589], [5.02292, -1.54376, -0.38375], [3.89748, -0.84943, -0.79301], [3.16883, -1.27138, -1.46506], [5.33843, -2.80791, -0.75565], [4.48441, -3.46644, -1.66240], [4.94094, -4.43903, -1.83797], [4.40798, -2.92281, -2.60868], [3.48302, -3.60493, -1.24313], [7.01106, -1.66566, 0.84762], [7.98162, -1.10233, 1.69753], [7.56020, -0.84242, 2.67386], [8.44140, -0.21518, 1.25099], [8.73860, -1.87408, 1.82639], [6.39050, 0.87419, 1.58993], [4.37044, 2.07696, 0.82315], [0.66201, 2.75076, 0.72159], [-0.72980, 2.57450, 0.11929], [-1.32324, 3.47606, 0.27612], [-0.64074, 2.40835, -0.95521], [0.59150, 2.99710, 1.78755], [1.20683, 3.54181, 0.20654], [0.77538, 0.46415, 2.20769], [1.50026, -0.47585, 0.88490], [-0.44559, -0.04567, -0.54728], [-0.99622, -0.76181, 0.98039], [-1.53847, 1.53852, 1.83044], [-3.15541, -0.08092, 1.70757], [-5.17030, 0.87692, -1.22437], [-7.41016, -0.00205, -1.59518], [-9.68021, -0.34460, -1.05282], [-10.39546, -1.96853, -0.90281]], "forces_ev_per_angstrom": [[-0.10, 0.05, -0.15], [-0.01, 0.03, 0.03], [0.17, -0.07, 0.23], [0.13, 0.05, 0.03], [-0.38, -0.25, 0.09], [0.25, 0.10, 0.04], [-0.33, -0.01, -0.23], [-0.02, 0.08, -0.13], [-0.15, 0.02, -0.15], [-0.04, -0.08, 0.09], [0.05, -0.04, 0.10], [0.05, -0.21, 0.34], [0.39, 0.00, 0.59], [-0.09, 0.12, -0.33], [0.01, 0.09, -0.45], [0.10, 0.07, 0.25], [-0.20, -0.58, -0.01], [0.64, -0.01, -0.84], [0.35, -0.08, 0.55], [0.03, 0.18, 0.17], [0.08, -0.17, 0.14], [-0.42, 0.26, -0.11], [-0.03, 0.02, -0.05], [0.08, -0.08, -0.01], [-0.05, -0.21, -0.13], [0.10, 0.10, 0.11], [0.06, -0.27, -0.12], [-0.03, -0.18, -0.09], [0.17, 0.23, 0.22], [-0.13, -0.10, -0.13], [-0.08, 0.06, -0.02], [0.00, -0.01, 0.03], [0.03, 0.02, -0.01], [-0.37, -0.02, -0.24], [0.16, 0.10, 0.15], [0.01, 0.00, -0.05], [-0.03, -0.03, 0.02], [-0.03, 0.09, 0.02], [0.09, 0.01, 0.06], [0.05, 0.15, 0.12], [-0.23, 0.51, -0.29], [-0.01, -0.05, 0.28], [0.00, 0.02, -0.07], [-0.07, 0.06, -0.03], [0.07, -0.02, -0.06], [-0.14, 0.12, 0.19], [0.06, -0.04, -0.06], [-0.09, -0.12, 0.21], [-0.11, -0.07, 0.04], [0.01, -0.03, -0.01], [-0.03, -0.02, -0.01], [0.04, 0.15, -0.18], [0.01, 0.02, -0.02], [-0.07, 0.01, -0.07], [0.02, -0.03, -0.01], [0.05, 0.06, -0.06]]}

# 2
{"formula": "C21H26N4O3", "method": "ωB97M-V with the def2-TZVPD basis set", "e_above_lowest_kcal_mol": 54.4, "smiles": "C=CCC(=O)N1CCC(n2nccc2NC(=O)CCOc2ccccc2)CC1", "orbital_gap_ev": 9.132, "fmax_ev_per_a": 0.82, "homo_energy_ha": -0.3104, "symbols": ["C", "C", "C", "C", "O", "N", "C", "H", "C", "H", "H", "C", "N", "C", "C", "C", "N", "H", "H", "N", "C", "O", "C", "C", "O", "C", "C", "C", "C", "C", "C", "H", "H", "H", "H", "H", "H", "H", "H", "H", "H", "C", "C", "H", "H", "H", "H", "H", "H", "H", "H", "H", "H", "H"], "coordinates": [[2.01960, 1.97413, -0.24524], [1.77568, 3.25859, -0.42924], [0.67763, 3.81718, -1.28792], [-0.42785, 2.82276, -1.60619], [-0.56508, 2.35435, -2.72139], [-1.26374, 2.50588, -0.59113], [-1.18473, 3.03951, 0.75385], [-0.13612, 3.20279, 1.01001], [-1.79530, 2.05494, 1.75455], [-2.87816, 2.15308, 1.81349], [-1.39642, 2.24618, 2.75001], [-1.45548, 0.62987, 1.32052], [-1.81496, -0.30129, 2.36119], [-1.31711, -1.54619, 2.57650], [-1.96856, -2.05846, 3.68049], [-2.85842, -1.04418, 4.05318], [-2.76388, -0.00076, 3.25510], [-3.55820, -1.03924, 4.86459], [-1.81073, -3.01248, 4.13441], [-0.33795, -2.08384, 1.75613], [0.31845, -3.25543, 1.99195], [0.18302, -3.92596, 2.98746], [1.26859, -3.62765, 0.86017], [0.56822, -3.64936, -0.50628], [0.30338, -2.35773, -1.01866], [1.26264, -1.72653, -1.78046], [0.82823, -0.60646, -2.48573], [1.70921, 0.11452, -3.26602], [3.03617, -0.27326, -3.35573], [3.46680, -1.38867, -2.66207], [2.59162, -2.11826, -1.87260], [2.96205, -2.98213, -1.34264], [4.49835, -1.70271, -2.72616], [3.72843, 0.28823, -3.96393], [1.34445, 0.98308, -3.79088], [-0.20581, -0.30749, -2.42395], [-0.41279, -4.12522, -0.40795], [1.15766, -4.22746, -1.22593], [2.09145, -2.90896, 0.84509], [1.67308, -4.61585, 1.07913], [-0.20114, -1.64989, 0.85135], [-2.19578, 0.31318, 0.00674], [-2.36399, 1.59421, -0.82308], [-2.38310, 1.36971, -1.89071], [-3.29759, 2.09953, -0.55669], [-3.18042, -0.09295, 0.24301], [-1.64767, -0.44019, -0.56064], [-0.37000, 0.56585, 1.16481], [-1.71218, 4.00162, 0.81162], [1.11186, 4.12162, -2.24504], [0.25134, 4.70805, -0.82019], [2.41153, 4.00460, 0.03193], [2.84266, 1.63559, 0.36095], [1.42104, 1.20959, -0.71176]], "forces_ev_per_angstrom": [[0.09, -0.05, 0.07], [0.07, 0.17, -0.01], [-0.02, -0.09, -0.19], [0.11, 0.37, 0.19], [0.15, -0.16, -0.49], [-0.10, -0.21, 0.05], [0.05, 0.31, 0.29], [-0.17, 0.01, 0.00], [0.22, -0.08, -0.10], [0.01, 0.03, 0.04], [-0.07, 0.04, -0.01], [-0.22, 0.35, -0.22], [0.43, -0.66, 0.23], [-0.34, -0.06, 0.50], [0.16, -0.13, -0.15], [0.20, -0.01, -0.29], [-0.52, 0.57, 0.19], [-0.16, 0.04, 0.17], [0.07, -0.17, 0.05], [-0.16, 0.51, -0.25], [0.50, -0.13, -0.32], [-0.11, -0.10, 0.18], [-0.22, 0.00, -0.11], [0.19, -0.44, 0.14], [0.02, 0.35, -0.18], [-0.04, 0.19, -0.12], [-0.09, -0.20, 0.11], [-0.02, -0.03, 0.00], [0.13, 0.00, -0.06], [0.05, 0.08, -0.06], [-0.13, -0.24, 0.21], [0.00, -0.07, 0.07], [0.08, -0.02, 0.00], [0.06, 0.05, -0.05], [-0.05, 0.10, -0.04], [-0.15, 0.05, 0.02], [0.15, 0.01, -0.05], [-0.08, 0.07, 0.05], [0.04, -0.04, -0.03], [-0.03, 0.06, 0.05], [0.04, -0.14, 0.04], [0.09, 0.20, -0.02], [-0.14, -0.30, -0.31], [-0.10, 0.07, 0.17], [0.02, -0.04, -0.04], [0.02, -0.04, 0.05], [-0.02, -0.06, -0.04], [-0.10, -0.02, 0.05], [0.08, -0.05, 0.06], [-0.15, 0.03, 0.06], [0.01, 0.01, 0.01], [0.12, 0.00, 0.06], [0.18, 0.00, 0.12], [-0.16, -0.15, -0.09]]}

# 3
{"formula": "C21H26N4O3S", "method": "ωB97M-V with the def2-TZVPD basis set", "e_above_lowest_kcal_mol": 40.3, "smiles": "CCN(CC)CCN1C(=O)C(O)=C(C(=O)c2sc(C)nc2C)[C@@H]1c1cccnc1", "orbital_gap_ev": 8.288, "fmax_ev_per_a": 1.05, "homo_energy_ha": -0.3147, "symbols": ["C", "H", "H", "H", "C", "N", "C", "H", "C", "N", "C", "O", "C", "C", "C", "O", "C", "C", "N", "C", "S", "C", "H", "H", "H", "C", "H", "H", "H", "C", "C", "C", "C", "C", "N", "C", "H", "H", "H", "H", "H", "O", "H", "H", "H", "H", "C", "C", "H", "H", "H", "H", "H", "H", "H"], "coordinates": [[-1.01145, 3.53386, 3.36363], [-1.29075, 3.19492, 4.35794], [-1.71463, 4.30443, 3.05930], [-0.01633, 3.96801, 3.42076], [-1.03698, 2.33977, 2.40213], [-0.51037, 2.53890, 1.06572], [0.91092, 2.79211, 0.96972], [1.24361, 3.67925, 1.53226], [1.74386, 1.59480, 1.45541], [1.20644, 0.34187, 0.99791], [0.85894, -0.67109, 1.80775], [0.94672, -0.74919, 3.02135], [0.30959, -1.74501, 0.93575], [0.31638, -1.32478, -0.34706], [-0.04125, -2.04112, -1.57274], [0.41229, -1.72658, -2.65955], [-0.96114, -3.16950, -1.40850], [-2.13588, -3.27158, -0.70061], [-2.77874, -4.45385, -0.85368], [-2.16897, -5.26559, -1.64241], [-0.69761, -4.61818, -2.33094], [-2.63773, -6.63139, -1.96852], [-1.88195, -7.36600, -1.69531], [-2.82463, -6.72317, -3.03741], [-3.55469, -6.83456, -1.42249], [-2.78306, -2.22685, 0.13910], [-2.35523, -1.24592, -0.04595], [-3.84895, -2.21260, -0.07752], [-2.66010, -2.47718, 1.19177], [0.93899, 0.05447, -0.39382], [2.19516, 0.07725, -1.22986], [2.24674, 0.73814, -2.44921], [3.42407, 0.70889, -3.17702], [4.50768, 0.02393, -2.64872], [4.47044, -0.60255, -1.48532], [3.34328, -0.58105, -0.80052], [3.35551, -1.11420, 0.14241], [5.45055, -0.02965, -3.17650], [3.49701, 1.20352, -4.13291], [1.37515, 1.25211, -2.82800], [0.21982, 0.77952, -0.79383], [-0.07747, -2.88666, 1.49820], [0.10791, -2.80514, 2.45350], [2.77329, 1.71291, 1.09619], [1.76128, 1.54097, 2.54604], [1.13712, 2.96798, -0.08580], [-1.31753, 3.32386, 0.15336], [-1.14197, 4.84715, 0.18235], [-0.12121, 5.12506, -0.06858], [-1.38064, 5.25793, 1.15816], [-1.80767, 5.29615, -0.55085], [-2.36296, 3.07852, 0.35355], [-1.08711, 2.97859, -0.86366], [-0.47562, 1.51994, 2.85535], [-2.07014, 1.99854, 2.28766]], "forces_ev_per_angstrom": [[-0.03, -0.21, -0.22], [-0.02, 0.01, 0.14], [-0.03, 0.10, 0.02], [0.10, 0.11, 0.06], [-0.02, 0.03, 0.12], [0.12, 0.05, -0.06], [-0.08, -0.25, 0.08], [0.06, -0.03, -0.14], [0.00, 0.30, 0.13], [0.04, -0.05, -0.02], [0.02, 0.08, 0.18], [-0.04, -0.13, 0.13], [-0.07, 0.05, -0.52], [0.13, 0.03, 0.51], [-0.08, 0.06, 0.04], [-0.06, -0.04, 0.12], [-0.42, -0.59, -0.25], [0.83, 0.49, -0.34], [-0.78, -0.36, 0.36], [0.90, 0.20, -0.52], [-0.60, 0.09, 0.43], [-0.03, -0.22, -0.08], [-0.01, -0.09, 0.01], [-0.04, -0.07, -0.04], [-0.02, -0.01, 0.01], [0.01, 0.00, 0.02], [-0.05, 0.08, 0.05], [-0.04, 0.05, -0.01], [-0.02, 0.03, 0.08], [-0.06, -0.17, -0.28], [0.23, 0.19, -0.12], [0.17, -0.10, 0.20], [-0.04, -0.01, 0.06], [-0.03, 0.17, -0.29], [0.47, -0.30, 0.17], [-0.41, 0.17, 0.05], [-0.08, -0.03, 0.12], [0.04, 0.06, -0.12], [0.04, 0.03, -0.09], [-0.11, 0.04, -0.03], [0.03, -0.03, 0.06], [0.10, 0.13, 0.10], [0.01, 0.08, -0.11], [-0.06, 0.00, 0.10], [0.07, 0.00, -0.09], [0.03, 0.08, 0.00], [0.01, 0.15, -0.10], [-0.05, -0.30, 0.05], [0.10, 0.08, -0.03], [-0.01, 0.10, 0.09], [-0.04, 0.11, -0.09], [0.00, -0.05, -0.08], [-0.11, 0.02, 0.01], [-0.08, -0.06, 0.05], [0.06, -0.08, 0.05]]}

# 4
{"formula": "C21H27BBr4CuF4N3O2", "method": "ωB97M-V with the def2-TZVPD basis set", "orbital_gap_ev": 6.338, "fmax_ev_per_a": 2.00, "homo_energy_ha": -0.3013, "symbols": ["C", "C", "C", "C", "C", "C", "F", "Br", "C", "F", "F", "Br", "O", "B", "C", "C", "C", "C", "C", "C", "C", "C", "C", "Br", "C", "C", "Br", "O", "C", "F", "C", "C", "N", "N", "N", "H", "H", "H", "H", "H", "H", "H", "H", "H", "H", "H", "H", "H", "H", "H", "H", "H", "H", "H", "H", "H", "H", "H", "H", "H", "H", "H", "Cu"], "coordinates": [[-2.00490, -1.20329, 2.42563], [-1.09787, -0.64821, 1.86822], [0.00824, 0.28565, 1.53354], [-0.07295, 1.64684, 2.19466], [-1.45707, 2.29768, 2.16091], [-1.61332, 3.38766, 1.08251], [-0.51969, 3.57402, 0.33024], [-2.11099, 5.08325, 1.96351], [-2.77783, 3.07199, 0.10217], [-2.61802, 1.82095, -0.31961], [-3.95994, 3.16945, 0.69621], [-2.77804, 4.23780, -1.45620], [-0.01445, 0.39614, 0.14189], [0.78097, -0.69540, -0.48402], [-0.11606, -1.95493, -1.12678], [-1.22487, -1.53308, -2.02739], [-1.09643, -1.55607, -3.39609], [-2.08651, -1.12029, -4.25128], [-3.28237, -0.63121, -3.76242], [-4.33260, -0.09696, -4.70301], [-3.43009, -0.66542, -2.39882], [-2.44167, -1.09982, -1.55156], [1.85126, 0.15674, -1.45265], [0.83587, 1.55924, -2.47541], [2.80029, -0.72233, -2.30120], [2.83061, -0.47201, -3.80761], [4.64981, -0.50447, -1.66386], [1.38398, -1.31543, 0.71684], [1.36977, -0.48731, 1.80552], [2.50578, 0.33047, 1.60111], [1.49176, -1.28510, 3.09556], [2.63030, -0.87594, 4.03292], [2.56631, 0.52493, 4.44545], [3.96179, -1.23187, 3.51098], [2.43178, -1.66848, 5.27151], [-2.75986, -1.70596, 2.97102], [0.15488, 1.47393, 3.25008], [0.72269, 2.28342, 1.81926], [-2.27913, 1.59243, 2.06067], [-1.60062, 2.78389, 3.11853], [0.51575, -2.68406, -1.63677], [-0.57816, -2.42698, -0.26140], [-0.17378, -1.91788, -3.83503], [-1.88665, -1.15625, -5.33396], [-5.30189, -0.11817, -4.21202], [-4.10689, 0.95647, -4.88325], [-4.31491, -0.62153, -5.65317], [-4.37297, -0.31535, -1.99810], [-2.58672, -1.07222, -0.48176], [2.47153, 0.72370, -0.76549], [2.54562, -1.76445, -2.14105], [2.97275, 0.56824, -4.08061], [3.69368, -1.00929, -4.20148], [1.97303, -0.93003, -4.29893], [0.58534, -1.25227, 3.69158], [1.67571, -2.32110, 2.82751], [3.48403, 0.92660, 4.55443], [2.01024, 1.09051, 3.82591], [4.32611, -0.43190, 3.00323], [4.60712, -1.33772, 4.28596], [2.77413, -1.12619, 6.05604], [3.05168, -2.47251, 5.23127], [-0.66555, 0.48951, -4.71392]], "forces_ev_per_angstrom": [[0.09, -0.08, -0.17], [0.11, 0.83, 1.57], [0.75, -0.68, -1.14], [-0.44, -0.73, 0.76], [0.31, 0.71, -0.04], [-1.01, 0.24, 0.22], [0.41, 0.07, 0.06], [0.33, 0.06, -0.19], [0.67, 0.32, -0.18], [-0.14, -0.47, -0.25], [-0.40, -0.19, 0.28], [-0.02, -0.02, 0.00], [-0.28, 0.65, -0.50], [-0.65, 0.27, 0.60], [-0.22, 0.79, -0.24], [0.73, -0.38, 0.34], [1.28, -0.23, -0.60], [0.50, 0.60, -1.22], [-0.42, 0.15, -0.71], [0.42, 0.42, 0.67], [-1.09, 0.42, 0.19], [0.00, 0.15, 0.72], [0.26, -1.48, 0.19], [-0.13, -0.26, -0.53], [-0.47, 0.88, -0.63], [0.75, -0.68, 0.04], [-0.11, -0.09, 0.12], [0.74, -0.73, -0.05], [-0.42, -1.08, -1.62], [-0.39, 0.94, 0.72], [0.64, 0.53, 0.18], [0.62, -0.05, 1.30], [-0.67, -0.14, 0.08], [0.06, 0.36, -0.31], [0.36, -0.27, -0.07], [-0.23, -0.22, -0.09], [-0.10, 0.05, 0.07], [-0.06, 0.01, -0.27], [0.19, -0.27, -0.07], [-0.11, 0.06, 0.05], [0.07, -0.09, 0.06], [0.23, -0.13, 0.14], [0.12, -0.25, 0.03], [-0.38, -0.43, -0.06], [-0.19, -0.18, -0.28], [-0.14, 0.05, -0.19], [-0.26, -0.09, -0.03], [-0.03, 0.01, 0.19], [-0.12, 0.01, 0.12], [-0.30, 0.50, -0.11], [0.20, -0.11, 0.23], [-0.25, 0.11, 0.09], [-0.01, -0.05, -0.10], [-0.37, 0.28, -0.01], [-0.16, 0.13, -0.10], [-0.05, -0.05, -0.07], [0.04, 0.05, -0.11], [0.22, 0.13, -0.10], [-0.12, -0.22, -0.50], [-0.14, -0.10, 0.17], [-0.19, 0.23, -0.03], [-0.28, -0.25, -0.10], [0.28, -0.01, 1.50]]}